Density functional theory data (ωB97M-V/def2-TZVPD) for a molecular structure, C53H106O20 in a non-equilibrium geometry.

## Properties
- Lowest unoccupied orbital energy: 0.4 eV
- Relative energy (zero: lowest compared OMol25 entry of this formula, charge and spin): 5368.5 kJ/mol
- Charge: 0
- Maximum force: 19.1 eV/Å

Atoms and positions in Å:
H -15.912 -24.247 8.023
H -12.014 -25.346 10.702
C -7.705 -20.876 14.715
C -13.401 -18.177 11.365
C -16.020 -24.527 15.400
O -12.410 -24.979 8.668
C -15.362 -27.981 12.387
C -9.712 -21.753 15.560
H -15.786 -22.497 15.993
H -9.893 -25.089 11.499
H -11.191 -21.586 9.854
H -12.948 -17.698 12.233
O -12.440 -21.408 14.437
C -12.606 -24.089 12.276
H -13.027 -25.693 12.507
O -14.092 -18.457 15.174
H -10.347 -26.955 14.965
H -13.761 -18.456 13.029
H -15.226 -17.885 13.581
O -10.511 -25.346 13.761
C -11.989 -22.791 12.861
C -9.673 -24.041 11.707
H -14.687 -23.552 9.093
H -10.175 -22.108 10.873
H -11.114 -23.487 16.286
C -15.138 -23.356 15.817
H -10.667 -18.326 13.233
H -14.582 -23.543 16.735
C -15.739 -23.512 8.809
H -8.831 -26.858 13.131
C -8.212 -23.833 11.467
O -14.040 -19.375 11.664
H -9.240 -23.138 14.101
H -11.878 -24.831 11.949
C -14.924 -19.330 15.960
H -11.702 -20.985 11.661
O -12.054 -20.085 12.630
C -15.692 -22.225 10.539
H -11.814 -19.619 8.094
H -12.181 -27.629 14.076
C -9.378 -27.583 12.528
H -11.294 -23.347 10.317
H -14.288 -20.978 8.372
H -13.236 -20.718 16.126
H -15.429 -22.855 12.830
C -12.542 -21.508 15.838
H -11.678 -23.142 6.424
H -8.385 -21.220 12.592
C -10.198 -25.325 8.538
H -12.513 -18.393 10.771
H -15.649 -20.143 12.760
H -12.355 -22.649 13.878
H -11.206 -23.348 14.094
H -11.244 -25.707 12.681
H -15.578 -25.497 15.630
C -9.595 -22.109 14.157
C -11.276 -24.364 8.206
H -7.534 -24.506 11.993
H -14.459 -26.909 10.620
C -10.602 -19.868 11.177
O -16.585 -23.931 9.917
C -9.759 -25.089 15.967
H -15.360 -29.066 12.287
O -15.366 -25.791 10.531
H -14.479 -23.471 11.350
C -10.318 -28.498 13.287
H -7.151 -23.184 9.714
O -8.350 -21.438 15.850
O -14.982 -21.283 11.330
C -10.262 -23.164 10.617
C -13.597 -23.634 7.128
H -10.256 -17.748 14.857
C -8.035 -23.766 9.976
O -16.151 -24.411 14.032
H -14.130 -20.721 13.357
C -15.058 -23.658 13.468
H -11.265 -24.153 7.137
H -7.381 -19.845 14.853
H -16.327 -27.560 12.104
H -10.370 -20.885 15.614
C -17.351 -26.066 12.514
C -14.249 -27.227 11.641
H -10.057 -22.618 16.126
H -9.325 -20.100 13.551
C -9.775 -26.061 14.715
O -9.328 -23.261 9.524
H -14.377 -19.642 16.850
O -10.233 -26.924 11.557
H -11.591 -21.327 16.338
H -12.462 -20.466 10.211
C -12.484 -21.701 11.914
H -12.301 -28.676 12.651
H -13.100 -24.559 13.126
H -13.308 -24.363 10.259
H -13.309 -23.580 14.657
H -15.705 -18.649 16.298
O -12.880 -22.438 10.750
C -11.000 -19.731 8.810
H -16.965 -24.613 15.937
H -14.128 -17.591 10.802
H -16.144 -22.940 11.226
H -7.963 -22.837 11.832
H -10.588 -22.282 13.742
C -12.587 -22.618 6.718
C -10.930 -26.548 9.172
C -15.180 -27.628 13.904
H -11.405 -17.752 9.616
H -7.926 -24.719 9.459
C -16.312 -25.003 10.657
C -12.032 -20.241 13.854
C -12.130 -25.875 9.756
H -14.786 -28.486 14.450
H -18.186 -25.847 13.179
H -12.452 -24.599 14.241
H -9.533 -24.954 9.318
O -11.542 -19.389 14.710
H -10.062 -28.706 14.326
H -16.102 -27.280 14.370
O -14.184 -26.566 13.899
H -16.516 -26.208 13.200
O -9.891 -18.822 10.568
H -13.069 -22.015 5.948
O -14.909 -19.724 9.544
H -13.003 -26.517 9.873
H -14.013 -22.035 14.488
H -9.899 -17.863 8.692
H -14.479 -24.321 12.825
H -13.240 -24.591 7.508
C -13.692 -21.851 8.636
H -8.806 -26.302 14.277
C -11.400 -24.372 14.413
H -13.293 -27.750 11.676
C -11.469 -26.666 12.215
H -13.374 -21.929 9.676
C -14.495 -18.661 13.809
H -10.223 -20.148 8.169
H -12.120 -20.757 7.631
C -15.514 -20.480 15.082
H -14.761 -25.203 12.465
H -11.570 -22.169 8.579
H -10.415 -27.085 9.969
H -15.205 -21.475 15.403
H -9.630 -25.695 16.864
H -15.894 -22.503 8.425
H -6.883 -21.529 14.418
H -11.239 -19.462 11.963
H -9.910 -23.813 12.746
C -14.650 -20.077 10.726
C -13.440 -23.694 11.109
H -10.276 -29.560 13.047
H -9.715 -25.660 7.620
H -10.905 -22.884 12.797
H -8.963 -24.351 15.868
C -11.696 -27.913 13.141
H -15.010 -22.922 10.052
C -12.352 -21.780 7.927
H -11.877 -25.082 16.395
H -11.367 -27.255 8.466
H -13.382 -21.162 12.216
C -11.117 -24.497 15.878
C -15.002 -20.129 13.637
H -16.598 -20.461 15.195
H -11.872 -17.496 14.170
C -11.042 -18.198 14.249
H -8.626 -28.159 11.990
C -14.279 -23.086 14.600
C -10.565 -18.401 9.367
C -11.388 -20.531 10.042
H -12.941 -22.495 16.071
H -12.261 -26.592 11.469
H -14.305 -23.893 6.340
O -14.355 -22.998 8.179
H -11.149 -23.435 8.761
H -10.003 -20.618 11.693
C -14.060 -26.026 12.604
C -8.745 -21.022 13.602
H -16.455 -21.790 9.893
O -17.247 -25.039 11.569
H -17.526 -26.956 11.910

Löwdin atomic charge list, values in e, 6 entries: atom 1 (H): 0.1588, atom 2 (H): 0.0716, atom 3 (C): -0.1504, atom 4 (C): -0.0142, atom 5 (C): -0.1891, atom 6 (O): -0.1730